Computed, not measured: 11 unconnected molecules or ions with the total composition C43H93F6N14O15S6 in a non-equilibrium geometry, with wB97M-V/def2-TZVPD.

Each atom is followed by the atoms it is bonded to, with distances in Å.
Cartesian coordinates (Å):
1 S -8.512 -8.371 -4.518  S4 2.300, F7 1.612, O16 1.439, O20 1.494, N39 1.682
2 S -1.129 -1.171 0.449  S6 2.235, F9 1.660, O17 1.418, O22 1.439, N29 1.691
3 S 9.159 -1.550 2.560  S5 2.293, F8 1.600, O14 1.478, O15 1.463, N36 1.464
4 S -7.139 -6.589 -4.994  S1 2.300, F11 1.591, O23 1.433, O25 1.471, N39 1.439
5 S 11.142 -0.619 1.883  S3 2.293, F10 1.611, O13 1.421, O18 1.474, N36 1.724
6 S 1.063 -1.316 0.039  S2 2.235, F12 1.604, O24 1.464, O26 1.484, N29 1.498
7 F -8.159 -9.765 -3.790  S1 1.612
8 F 8.516 -2.812 3.303  S3 1.600
9 F -2.451 -0.941 -0.529  S2 1.660
10 F 12.594 -0.710 2.575  S5 1.611
11 F -5.647 -6.355 -5.498  S4 1.591
12 F 2.089 -0.152 -0.364  S6 1.604
13 O 10.735 0.691 2.251  S5 1.421
14 O 8.627 -1.669 1.186  S3 1.478
15 O 8.647 -0.481 3.418  S3 1.463
16 O -9.266 -8.853 -5.644  S1 1.439
17 O -1.289 -0.201 1.471  S2 1.418
18 O 11.549 -0.802 0.478  S5 1.474
19 O -7.297 -3.377 3.687  C54 1.203
20 O -9.236 -7.674 -3.413  S1 1.494
21 O -3.292 -11.584 -0.707  C77 1.278
22 O -1.257 -2.573 0.746  S2 1.439
23 O -7.886 -6.195 -6.152  S4 1.433
24 O 1.511 -2.599 -0.506  S6 1.464
25 O -7.227 -5.814 -3.747  S4 1.471
26 O 1.304 -1.164 1.495  S6 1.484
27 O 2.626 -5.726 -8.607  C62 1.247
28 N -5.347 5.578 -6.689  C63 1.393, C73 1.454, C79 1.395
29 N -0.022 -0.575 -0.681  S2 1.691, S6 1.498
30 N 8.966 5.605 -4.387  C58 1.352, C65 1.366, C76 1.464
31 N -2.045 -11.319 -2.809  C77 1.510, C80 1.507, H160 1.010, H176 1.010
32 N -4.802 3.409 -7.095  C49 1.417, C74 1.326, C79 1.386
33 N 6.816 5.321 -5.074  C46 1.458, C50 1.371, C58 1.384
34 N -7.564 4.873 2.167  C59 1.392, C69 1.470, C82 1.359
35 N 3.316 -4.800 -10.666  C45 1.537, C62 1.502, H89 1.010, H103 1.010
36 N 10.546 -1.958 2.791  S3 1.464, S5 1.724
37 N -9.430 4.507 1.023  C57 1.360, C81 1.480, C82 1.316
38 N 6.782 7.817 4.445  C42 1.548, C55 1.565, C70 1.501, C78 1.612
39 N -6.894 -7.990 -4.776  S1 1.682, S4 1.439
40 N 0.035 -3.555 8.549  C44 1.532, C64 1.540, C67 1.567, C72 1.550
41 N -8.572 -5.371 3.412  C48 1.552, C54 1.537, H158 1.010, H159 1.010
42 C 6.960 9.334 4.195  N38 1.548, H85 1.090, H147 1.090, H169 1.090
43 C -11.825 4.122 1.911  C81 1.594, H127 1.090, H142 1.090, H170 1.090
44 C -1.145 -3.239 7.625  N40 1.532, C71 1.479, H97 1.090, H161 1.090
45 C 4.145 -6.063 -10.951  N35 1.537, H88 1.090, H126 1.090, H171 1.090
46 C 5.667 4.626 -5.640  N33 1.458, C84 1.547, H94 1.090, H131 1.090
47 C 4.874 6.351 3.654  C52 1.559, C78 1.569, H87 1.090, H167 1.090
48 C -7.783 -6.494 2.688  N41 1.552, H106 1.090, H133 1.090, H135 1.090
49 C -4.860 2.102 -7.640  N32 1.417, C60 1.522, H86 1.090, H105 1.090
50 C 6.936 6.575 -4.533  N33 1.371, C65 1.410, H129 1.080
51 C -2.326 -13.580 -1.653  C77 1.501, H109 1.090, H152 1.090, H164 1.090
52 C 4.431 7.074 4.963  C47 1.559, C55 1.502, H113 1.090, H157 1.090
53 C 8.922 7.453 5.837  C61 1.517, C70 1.503, H112 1.090, H128 1.090
54 C -8.096 -3.967 3.009  O19 1.203, N41 1.537, C83 1.516
55 C 5.711 7.583 5.563  N38 1.565, C52 1.502, H116 1.090, H175 1.090
56 C 2.887 -3.236 -8.684  C62 1.553, H93 1.090, H95 1.090, H114 1.090
57 C -8.367 4.474 0.174  N37 1.360, C59 1.392, H124 1.080
58 C 8.074 4.758 -4.947  N30 1.352, N33 1.384, H155 1.080
59 C -7.175 4.755 0.835  N34 1.392, C57 1.392, H140 1.080
60 C -3.957 1.963 -8.857  C49 1.522, H107 1.090, H137 1.090, H163 1.090
61 C 10.215 6.799 6.284  C53 1.517, H118 1.090, H145 1.090, H162 1.090
62 C 2.998 -4.695 -9.203  O27 1.247, N35 1.502, C56 1.553
63 C -4.183 5.229 -6.009  N28 1.393, C74 1.372, H151 1.080
64 C 1.096 -4.402 7.821  N40 1.540, C68 1.550, H98 1.090, H102 1.090
65 C 8.265 6.740 -4.092  N30 1.366, C50 1.410, H134 1.080
66 C -0.446 -1.167 8.451  C71 1.451, C72 1.558, H101 1.090, H120 1.090
67 C -0.552 -4.342 9.771  N40 1.567, H110 1.090, H117 1.090, H143 1.090
68 C 0.558 -5.699 7.165  C64 1.550, C75 1.526, H100 1.090, H139 1.090
69 C -6.653 5.225 3.264  N34 1.470, H92 1.090, H130 1.090, H154 1.090
70 C 8.149 7.210 4.571  N38 1.501, C53 1.503, H111 1.090, H132 1.090
71 C -1.632 -1.959 8.184  C44 1.479, C66 1.451, H108 1.090, H123 1.090
72 C 0.638 -2.179 8.928  N40 1.550, C66 1.558, H144 1.090, H173 1.090
73 C -6.028 6.861 -6.750  N28 1.454, H119 1.090, H125 1.090, H150 1.090
74 C -3.878 3.923 -6.295  N32 1.326, C63 1.372, H90 1.080
75 C 1.458 -6.387 6.142  C68 1.526, H115 1.090, H121 1.090, H168 1.090
76 C 10.374 5.368 -4.060  N30 1.464, H138 1.090, H156 1.090, H172 1.090
77 C -2.637 -12.112 -1.670  O21 1.278, N31 1.510, C51 1.501
78 C 6.098 7.181 3.131  N38 1.612, C47 1.569, H91 1.090, H148 1.090
79 C -5.706 4.421 -7.380  N28 1.395, N32 1.386, H104 1.080
80 C -0.965 -10.370 -2.359  N31 1.507, H136 1.090, H149 1.090, H166 1.090
81 C -10.850 4.302 0.664  N37 1.480, C43 1.594, H141 1.090, H174 1.090
82 C -8.921 4.801 2.201  N34 1.359, N37 1.316, H122 1.080
83 C -8.886 -3.427 1.832  C54 1.516, H153 1.090, H165 1.090, H177 1.090
84 C 5.306 5.283 -6.994  C46 1.547, H96 1.090, H99 1.090, H146 1.090
85 H 7.721 9.640 4.913  C42 1.090
86 H -5.871 1.867 -7.973  C49 1.090
87 H 4.105 6.352 2.881  C47 1.090
88 H 4.481 -5.993 -11.986  C45 1.090
89 H 2.547 -4.941 -11.305  N35 1.010
90 H -3.044 3.266 -6.098  C74 1.080
91 H 6.780 6.571 2.538  C78 1.090
92 H -7.170 5.995 3.837  C69 1.090
93 H 2.692 -3.335 -7.616  C56 1.090
94 H 4.816 4.553 -4.962  C46 1.090
95 H 3.806 -2.661 -8.798  C56 1.090
96 H 4.552 6.068 -6.930  C84 1.090
97 H -0.831 -3.165 6.583  C44 1.090
98 H 1.517 -3.730 7.074  C64 1.090
99 H 6.182 5.682 -7.506  C84 1.090
100 H -0.399 -5.630 6.646  C68 1.090
101 H -0.597 -0.342 9.147  C66 1.090
102 H 1.870 -4.723 8.518  C64 1.090
103 H 3.860 -3.963 -10.823  N35 1.010
104 H -6.619 4.248 -7.930  C79 1.080
105 H -4.659 1.356 -6.871  C49 1.090
106 H -7.996 -7.444 3.177  C48 1.090
107 H -3.078 2.580 -8.669  C60 1.090
108 H -2.205 -2.118 9.098  C71 1.090
109 H -2.793 -14.067 -2.509  C51 1.090
110 H -1.178 -5.176 9.454  C67 1.090
111 H 7.948 6.141 4.508  C70 1.090
112 H 8.293 7.317 6.717  C53 1.090
113 H 3.890 7.975 4.677  C52 1.090
114 H 1.986 -2.744 -9.050  C56 1.090
115 H 1.464 -5.623 5.364  C75 1.090
116 H 6.194 6.822 6.175  C55 1.090
117 H -1.104 -3.604 10.354  C67 1.090
118 H 10.229 5.756 5.967  C61 1.090
119 H -5.354 7.707 -6.619  C73 1.090
120 H 0.027 -0.865 7.516  C66 1.090
121 H 1.003 -7.316 5.799  C75 1.090
122 H -9.408 4.942 3.154  C82 1.080
123 H -2.277 -1.409 7.498  C71 1.090
124 H -8.675 4.239 -0.834  C57 1.080
125 H -6.519 6.807 -7.722  C73 1.090
126 H 3.516 -6.940 -10.803  C45 1.090
127 H -12.044 5.046 2.447  C43 1.090
128 H 9.092 8.530 5.817  C53 1.090
129 H 5.997 7.104 -4.469  C50 1.080
130 H -5.805 5.808 2.905  C69 1.090
131 H 5.960 3.596 -5.845  C46 1.090
132 H 8.805 7.551 3.771  C70 1.090
133 H -8.138 -6.551 1.659  C48 1.090
134 H 8.828 7.573 -3.695  C65 1.080
135 H -6.715 -6.279 2.657  C48 1.090
136 H -0.539 -9.895 -3.242  C80 1.090
137 H -3.600 0.935 -8.916  C60 1.090
138 H 10.445 5.184 -2.988  C76 1.090
139 H 0.414 -6.442 7.949  C68 1.090
140 H -6.127 4.774 0.575  C59 1.080
141 H -10.787 3.477 -0.046  C81 1.090
142 H -12.815 3.822 1.567  C43 1.090
143 H 0.302 -4.703 10.344  C67 1.090
144 H 0.982 -2.168 9.962  C72 1.090
145 H 11.117 7.282 5.908  C61 1.090
146 H 4.835 4.558 -7.657  C84 1.090
147 H 7.278 9.535 3.172  C42 1.090
148 H 5.747 7.980 2.478  C78 1.090
149 H -0.119 -10.770 -1.800  C80 1.090
150 H -6.799 6.906 -5.980  C73 1.090
151 H -3.756 5.972 -5.351  C63 1.080
152 H -2.908 -14.202 -0.972  C51 1.090
153 H -8.086 -2.767 1.496  C83 1.090
154 H -6.310 4.439 3.936  C69 1.090
155 H 8.212 3.692 -5.054  C58 1.080
156 H 10.940 6.277 -4.264  C76 1.090
157 H 3.814 6.440 5.599  C52 1.090
158 H -8.281 -5.392 4.378  N41 1.010
159 H -9.575 -5.488 3.429  N41 1.010
160 H -2.812 -10.813 -3.230  N31 1.010
161 H -1.924 -3.991 7.744  C44 1.090
162 H 10.279 6.596 7.353  C61 1.090
163 H -4.445 2.312 -9.767  C60 1.090
164 H -1.254 -13.767 -1.702  C51 1.090
165 H -9.200 -4.223 1.156  C83 1.090
166 H -1.504 -9.561 -1.866  C80 1.090
167 H 5.137 5.324 3.907  C47 1.090
168 H 2.461 -6.604 6.510  C75 1.090
169 H 6.052 9.918 4.349  C42 1.090
170 H -11.503 3.317 2.572  C43 1.090
171 H 5.039 -6.169 -10.337  C45 1.090
172 H 10.822 4.650 -4.748  C76 1.090
173 H 1.491 -1.958 8.286  C72 1.090
174 H -11.235 5.146 0.092  C81 1.090
175 H 5.598 8.438 6.229  C55 1.090
176 H -1.726 -11.963 -3.519  N31 1.010
177 H -9.794 -2.934 2.179  C83 1.090

Computed properties:
HOMO level = -12.4 eV
Orbital gap = 0.157 Eh
Total energy = -178930.300 eV
Charge = +5
Maximum force = 10.495 eV Å⁻¹
Molar mass = 1352.69 g mol⁻¹
Relative energy (zero: lowest compared OMol25 entry of this formula, charge and spin) = 489.9 kJ/mol
LUMO level = -8.0933 eV